C19H24N4O3 | ωB97M-V/def2-TZVPD

Calculated values
ΔE to the lowest compared entry with this formula, charge and spin = 12.9 kcal/mol
SMILES = CCCCn1c(=O)[nH]c(=O)c2c1nc(-c1ccc(OCC)cc1)n2CC
Highest occupied orbital energy = -7.99 eV
2S+1 = 1

Each line ends with the Löwdin charge.
Element x y z (Å)
N (-0.1471, 3.9876, -1.2677)  0.213
O (1.6921, 4.0883, 0.0681)  0.069
C (1.6896, -1.8215, 1.5020)  -0.023
O (0.8984, -4.9408, 3.1302)  -0.045
O (-1.9569, 4.0757, -2.6183)  0.076
C (-0.6678, 1.4556, -0.7123)  -0.207
C (-1.6232, 0.6233, -4.3924)  -0.247
H (0.2503, -6.5107, 4.1657)  0.124
H (-1.0658, -5.9032, 1.4631)  0.068
H (2.5903, -1.3119, 1.1999)  0.101
H (0.0041, 4.9624, -1.5028)  0.169
H (0.1520, -7.1402, 1.7726)  0.080
H (2.1334, 0.5924, 2.3340)  0.117
N (-1.4944, 2.1020, -1.5819)  0.049
C (0.4345, 2.0664, -0.1241)  -0.061
H (-3.2595, 1.0571, -1.3403)  0.127
C (0.7715, 3.4322, -0.3774)  -0.402
C (-0.6689, -6.5812, 2.2147)  -0.062
H (-1.6670, -1.6153, 1.3162)  0.114
C (0.4346, -1.2800, 1.2178)  -0.151
H (0.4063, 0.5152, -3.6523)  0.075
C (-0.2019, 1.1646, -4.2796)  -0.097
C (-2.2500, 0.2393, -3.0515)  -0.192
H (-2.2530, 1.3652, -4.8876)  0.109
H (3.5756, 0.4815, 0.2019)  0.070
N (1.0011, 1.1072, 0.6861)  0.040
H (-1.6064, -0.2703, -5.0213)  0.102
H (1.9680, 2.3376, 2.0214)  0.129
H (-3.1865, 2.1732, -2.7341)  0.124
N (-0.7792, 0.1848, -0.2874)  0.204
H (-0.9923, -5.2676, 3.9172)  0.116
C (3.4385, 1.3905, 0.7840)  -0.059
H (2.7636, -3.4658, 2.3521)  0.121
H (-0.1937, 2.1652, -3.8571)  0.057
C (-0.1719, -5.8140, 3.4362)  -0.244
C (0.6598, -3.7686, 2.4928)  -0.264
C (1.7971, -3.0412, 2.1308)  0.010
C (0.2396, -0.0072, 0.5455)  -0.215
C (-0.6969, -2.0202, 1.5573)  -0.010
C (-1.2558, 3.4243, -1.8765)  -0.488
H (-1.4991, -3.7743, 2.4387)  0.107
C (-0.5946, -3.2434, 2.1880)  -0.009
H (4.2674, 1.4932, 1.4784)  0.079
H (0.2570, 1.2171, -5.2646)  0.071
H (-1.5732, -0.4085, -2.4924)  0.093
C (2.1229, 1.3597, 1.5568)  -0.170
H (3.4443, 2.2433, 0.1104)  0.068
H (-1.4495, -7.2760, 2.5118)  0.078
H (-3.1659, -0.3227, -3.2460)  0.111
C (-2.6373, 1.4213, -2.1633)  -0.122

Forces on the atoms, in the same order (eV/Å):
N 0.1327 0.3899 -0.0579
O 0.1768 0.1205 0.1121
C -0.1936 -0.0112 -0.0177
O 0.2183 0.2227 -0.1002
O -0.1396 0.2037 -0.2561
C 1.1321 0.2738 0.8431
C 0.0686 -0.0690 0.1862
H -0.1210 0.1348 -0.0489
H -0.0668 0.0006 -0.0769
H 0.0987 0.0877 -0.0172
H -0.0432 -0.1841 0.0297
H 0.0441 -0.0702 -0.0438
H -0.0668 0.1368 -0.0807
N -0.0516 0.1212 -0.0570
C -0.6706 -0.1995 -0.4882
H -0.0143 0.0953 -0.0619
C -0.0908 -0.2028 -0.0156
C 0.2153 0.2868 0.2212
H -0.1047 0.0207 -0.0123
C 0.0394 -0.3869 0.2889
H 0.1192 -0.0490 0.0693
C -0.1580 -0.0163 -0.1192
C -0.0071 0.2144 -0.1618
H -0.0669 -0.0347 -0.1013
H 0.0336 -0.0965 -0.0287
N -0.4551 -0.2778 -0.1677
H -0.0516 0.0408 -0.0460
H -0.0374 -0.1825 0.0217
H 0.0260 -0.1134 0.1544
N -0.3464 -0.0863 -0.2223
H 0.1193 -0.0308 0.0103
C -0.1937 -0.0023 0.1065
H 0.1101 -0.0548 0.0128
H 0.0993 0.0960 0.0137
C -0.3505 -0.3492 -0.0289
C 0.1424 0.2335 -0.1192
C -0.0626 -0.2275 0.1216
C 0.0432 0.5251 -0.1849
C 0.2385 0.2368 -0.0574
C -0.0335 -0.0062 0.0880
H -0.0568 -0.0791 0.0278
C -0.0082 -0.3308 0.1720
H 0.1243 0.0155 0.0521
H 0.1098 0.0450 -0.0447
H -0.0954 -0.1008 -0.0586
C 0.6357 0.1103 0.2883
H 0.0278 0.0469 -0.0523
H -0.1015 -0.0814 0.0056
H -0.0252 -0.0476 0.0744
C -0.3423 -0.3685 -0.1726

=====

C17H23NO4 | ωB97M-V/def2-TZVPD

Calculated values
ΔE to the lowest compared entry with this formula, charge and spin = 440.0 kcal/mol
Highest occupied orbital energy = -8.38 eV
2S+1 = 1

Each line ends with the Löwdin charge.
Element x y z (Å)
H (-6.1167, 0.1174, 1.1727)  0.152
C (-1.7861, 1.5723, 0.7893)  -0.142
H (-1.0333, -2.2906, 1.1225)  0.081
H (-4.4804, -0.7673, -1.2039)  -0.024
C (-0.6881, 1.7462, -0.0798)  -0.296
C (-5.2110, 0.3908, 0.3464)  -0.300
C (-0.8496, -1.6939, -0.7001)  -0.110
H (-3.3468, 2.1727, -0.5560)  0.227
C (2.4955, 1.4931, 0.0894)  -0.360
C (-4.0078, 0.7014, 1.0126)  -0.304
H (-1.4149, 0.7790, 1.4345)  0.128
H (0.5658, 2.5575, 1.2869)  0.187
C (2.0304, -1.3940, -0.1656)  -0.184
H (-4.2559, 1.5742, 1.5396)  0.085
O (2.5389, 0.8446, 1.2206)  0.009
O (-0.6485, 1.5467, -1.5282)  -0.136
H (-1.7522, -2.0892, -1.1555)  0.120
C (1.6835, 2.7113, -0.3730)  -0.095
C (-0.3892, -2.1037, 0.3474)  -0.177
C (0.1983, -1.2241, -1.7164)  -0.013
H (-2.7539, 0.2767, -0.6065)  -0.031
C (4.1594, -0.2795, -0.4094)  -0.002
H (1.5267, 2.2968, -1.5773)  0.214
H (4.9616, 0.0048, 0.5184)  0.200
H (4.5926, -0.6845, -1.0496)  -0.021
C (-4.7425, -2.1766, 0.2597)  -0.099
C (-2.9717, 0.9946, -0.1124)  -0.094
H (-5.5554, -2.3310, 0.9431)  0.067
H (-0.0173, -1.0701, -2.7873)  0.112
H (-3.6753, -0.0614, 1.9180)  0.182
H (-6.3690, -1.0272, -0.7548)  0.182
C (1.4638, -1.1379, -1.2269)  -0.163
H (2.2466, -0.6763, -2.3691)  0.228
C (-5.0959, -0.9243, -0.5518)  -0.212
C (0.9504, -1.9194, 0.9298)  0.151
O (3.4344, 0.9513, -0.6776)  -0.035
H (-3.8285, -2.2091, 0.5776)  -0.019
H (2.2668, 3.5817, -0.3217)  0.113
H (-5.8774, 1.2666, -0.1128)  0.145
N (0.4176, 2.5573, 0.1950)  0.005
H (-1.8874, 2.6257, 1.3060)  0.185
H (-4.9115, -3.0710, -0.4719)  0.114
H (1.2255, -2.2395, 1.9255)  0.101
O (3.7741, -2.1376, 1.2845)  0.186
C (3.3576, -1.5308, 0.4162)  -0.358

Forces on the atoms, in the same order (eV/Å):
H 2.3408 0.3119 -1.6637
C -0.3418 -0.0660 -0.3210
H -1.9307 -1.5722 1.7871
H 6.0178 1.5584 -8.2136
C 5.3475 2.6200 -12.1187
C -7.3371 -2.6830 0.3541
C -0.0760 3.2046 -14.5728
H 0.8052 -4.2889 0.1748
C 3.6498 -4.9289 5.8100
C 2.3437 -0.7388 1.3570
H -0.3664 0.0227 0.9423
H -0.5220 0.3041 -2.4362
C -1.9257 -6.4157 13.6495
H 0.5009 1.5909 1.0033
O -2.6605 3.9759 -2.6015
O -1.2248 -0.0980 7.7902
H -0.5645 0.7484 0.4314
C -0.0045 -6.0345 -5.4352
C 6.9814 -1.4399 12.4687
C -3.7114 -1.2382 2.1567
H 2.9233 -8.3332 -6.8562
C -4.4977 6.2111 16.7055
H 0.3735 1.8283 3.0592
H -1.8719 -0.6415 -2.7402
H 6.6237 -5.1274 -11.4210
C -6.1704 -1.0885 -4.5285
C -3.1121 14.3938 10.0553
H 0.1933 -0.0411 1.0779
H -0.0311 0.1442 1.0222
H -0.6081 1.4106 -2.6785
H 3.9930 -0.0370 -0.7167
C 0.1734 4.0587 -13.5417
H -1.7535 -1.4625 3.5713
C -10.9064 -0.3613 8.7292
C 0.6045 0.9475 -5.7152
O 0.3582 0.2203 -3.9897
H 5.2360 -0.1946 2.3752
H 0.0773 1.4951 0.3280
H 2.2963 -1.5540 0.2175
N -2.0639 0.0892 6.9082
H -0.4876 -2.3782 -0.6588
H 0.6380 1.3461 1.1242
H 0.0191 0.1699 -0.1156
O 1.8895 -3.1217 3.6107
C -1.2186 7.1933 -6.3849

=====

Q: Which value of highest occupied orbital energy does entry 1 give?
A: -7.99 eV